1.
Computed, not measured: a cluster of 2 separate species, C6H15N4 in total at a distorted geometry, with ωB97M-V with the def2-TZVPD basis set.

Results
- gap between HOMO and LUMO (spin up / spin down) (eV) = 7.84 / 7.23
- M (g/mol) = 143.2
- spin multiplicity = 1
- charge = +1
- HOMO (spin up / spin down) (eV) = -11.766 / -11.711
- max |F| (eV Å⁻¹) = 3.8
- ΔE to the lowest compared entry with this formula, charge and spin (eV) = 5.034
- lowest unoccupied orbital energy (spin up / spin down) (hartree) = -0.144 / -0.165
- DFT total energy (eV) = -12414.135

The geometry in XYZ format:
```
25
C6H15N4 (ωB97M-V with the def2-TZVPD basis set)
C 1.565 1.244 0.777
C 1.662 -1.088 -0.048
C 1.663 -1.303 -1.581
C -1.426 -0.184 -1.322
C -2.058 1.402 0.755
C -1.855 -0.032 0.261
N 1.845 0.117 0.427
N -0.913 -0.621 1.148
N 1.765 2.442 1.224
N -0.191 -1.674 0.879
H 2.136 -1.861 0.509
H 0.936 -2.029 -1.924
H 2.721 -1.713 -1.727
H 1.593 -0.333 -2.172
H -0.730 0.679 -1.688
H -0.864 -1.087 -1.558
H -2.359 -0.159 -1.969
H -2.621 1.929 -0.097
H -1.166 1.963 0.855
H -2.694 1.530 1.591
H -2.838 -0.489 0.342
H 2.699 2.869 1.407
H 1.204 2.737 2.033
H -0.401 -2.392 0.196
H 0.327 -1.948 1.682
```

---

2.
Computed, not measured: an isolated molecule of C3H7N3OS at a distorted geometry, with ωB97M-V with the def2-TZVPD basis set.

Results
- gap between HOMO and LUMO (eV) = 9.14
- M (g/mol) = 133.2
- spin multiplicity = 1
- HOMO (eV) = -8.894
- max |F| (eV Å⁻¹) = 2.2
- ΔE to the lowest compared entry with this formula, charge and spin (eV) = 2.059
- lowest unoccupied orbital energy (hartree) = 0.009
- DFT total energy (eV) = -20576.125

The geometry in XYZ format:
```
15
C3H7N3OS (ωB97M-V with the def2-TZVPD basis set)
C 2.139 0.890 -0.013
N 1.112 0.764 0.995
N 0.401 -0.493 0.893
C -0.616 -0.321 0.123
N -0.816 0.831 -0.562
C -1.440 -1.528 -0.103
O -0.950 -2.635 -0.026
S -3.182 -1.177 -0.386
H 2.805 0.026 -0.084
H 1.733 1.001 -1.012
H 2.808 1.763 0.163
H 1.538 0.664 1.889
H -0.533 1.623 0.013
H -1.682 1.035 -1.082
H -3.317 -2.444 -0.807
```

---

3.
Computed, not measured: a cluster of 15 separate species, C48H137N11O15 in total at a distorted geometry, with ωB97M-V with the def2-TZVPD basis set.

Results
- gap between HOMO and LUMO (eV) = 9.68
- M (g/mol) = 1108.7
- spin multiplicity = 1
- HOMO (eV) = -9.130
- max |F| (eV Å⁻¹) = 3.9
- ΔE to the lowest compared entry with this formula, charge and spin (eV) = 1.517
- lowest unoccupied orbital energy (hartree) = 0.020
- DFT total energy (eV) = -99093.465

The geometry in XYZ format:
```
211
C48H137N11O15 (ωB97M-V with the def2-TZVPD basis set)
C -1.561 -3.946 -4.329
C -2.286 -2.958 -5.210
C -2.337 -1.589 -4.553
O -3.199 -0.769 -5.335
C -3.488 0.473 -4.726
N -1.707 -2.940 -6.551
H -1.643 -4.917 -4.766
H -1.993 -4.025 -3.314
H -0.499 -3.628 -4.185
H -3.362 -3.164 -5.345
H -1.345 -1.205 -4.511
H -2.750 -1.686 -3.506
H -3.984 0.426 -3.727
H -4.109 1.064 -5.403
H -2.578 1.045 -4.615
H -0.761 -2.563 -6.563
H -2.252 -2.279 -7.103
C 6.450 -5.792 0.560
C 4.982 -5.832 0.224
C 4.642 -4.921 -0.979
O 3.260 -5.116 -1.339
C 2.939 -4.084 -2.337
N 4.444 -7.174 0.028
H 6.753 -4.852 1.041
H 6.944 -5.979 -0.408
H 6.761 -6.567 1.260
H 4.491 -5.459 1.088
H 5.287 -5.260 -1.830
H 4.881 -3.840 -0.858
H 3.533 -4.226 -3.222
H 3.149 -3.046 -1.950
H 1.916 -4.043 -2.621
H 3.509 -7.157 -0.335
H 4.899 -7.622 -0.743
C 6.669 5.247 -0.346
C 5.506 4.372 0.226
C 5.858 3.503 1.431
O 6.934 2.636 1.249
C 6.716 1.709 0.201
N 4.297 5.155 0.561
H 6.340 5.683 -1.305
H 7.526 4.654 -0.631
H 6.996 6.065 0.315
H 5.190 3.740 -0.537
H 4.945 2.963 1.772
H 6.206 4.200 2.237
H 7.347 0.845 0.296
H 6.940 2.148 -0.793
H 5.686 1.324 0.241
H 3.761 5.486 -0.242
H 4.542 6.037 1.032
C 3.044 4.332 -3.425
C 1.849 4.571 -2.533
C 1.386 6.042 -2.624
O 2.299 6.896 -1.892
C 2.303 8.264 -2.364
N 0.727 3.804 -3.099
H 3.742 5.179 -3.400
H 2.715 4.159 -4.431
H 3.606 3.432 -3.173
H 2.064 4.331 -1.485
H 0.344 6.181 -2.258
H 1.343 6.327 -3.707
H 1.256 8.665 -2.309
H 2.686 8.302 -3.433
H 2.959 8.764 -1.686
H -0.081 3.664 -2.506
H 1.036 2.865 -3.299
C -4.100 -2.002 3.427
C -3.084 -2.943 2.928
C -3.778 -4.240 2.603
O -4.355 -4.756 3.769
C -5.147 -5.894 3.445
N -2.455 -2.448 1.707
H -3.645 -1.041 3.573
H -4.430 -2.386 4.410
H -4.909 -1.848 2.683
H -2.401 -3.151 3.715
H -3.039 -4.884 2.088
H -4.569 -4.081 1.860
H -5.743 -5.793 2.525
H -5.860 -6.100 4.205
H -4.528 -6.764 3.409
H -1.927 -1.604 1.836
H -1.905 -3.203 1.400
C -3.705 5.757 1.467
C -3.066 4.766 2.398
C -4.127 4.033 3.249
O -4.656 4.963 4.185
C -5.372 4.205 5.178
N -2.164 3.733 1.911
H -2.960 6.477 1.153
H -4.341 6.411 2.069
H -4.310 5.409 0.664
H -2.413 5.333 3.090
H -3.767 3.136 3.767
H -4.939 3.727 2.604
H -5.829 4.922 5.927
H -4.642 3.597 5.698
H -6.165 3.659 4.702
H -2.618 3.246 1.092
H -1.344 4.145 1.487
C -6.477 1.099 -1.281
C -6.022 1.596 0.087
C -6.742 0.835 1.225
O -6.471 1.467 2.439
C -7.116 0.971 3.568
N -4.564 1.567 0.249
H -7.563 1.286 -1.453
H -6.286 -0.009 -1.389
H -5.985 1.523 -2.154
H -6.423 2.609 0.212
H -6.409 -0.172 1.206
H -7.855 0.883 1.139
H -6.588 0.148 4.031
H -8.130 0.631 3.312
H -7.120 1.797 4.262
H -4.247 0.605 0.155
H -4.415 1.854 1.221
C 6.167 -0.756 -2.184
C 5.852 -1.874 -3.111
C 4.809 -1.361 -4.081
O 3.665 -0.924 -3.448
C 2.755 -0.406 -4.430
N 7.063 -2.282 -3.824
H 6.790 -1.083 -1.351
H 5.230 -0.352 -1.742
H 6.667 0.066 -2.755
H 5.482 -2.768 -2.575
H 4.553 -2.131 -4.872
H 5.309 -0.540 -4.637
H 1.768 -0.276 -3.969
H 2.585 -1.149 -5.195
H 3.063 0.502 -4.948
H 7.763 -1.605 -4.104
H 6.861 -2.928 -4.570
C 0.473 -5.773 2.633
C 1.038 -5.444 1.269
C 0.082 -5.861 0.240
O -1.260 -5.375 0.421
C -2.000 -5.297 -0.795
N 1.310 -3.981 1.179
H -0.164 -4.992 3.040
H 1.270 -5.933 3.373
H -0.011 -6.753 2.576
H 1.942 -6.013 1.123
H -0.029 -7.007 0.228
H 0.463 -5.621 -0.780
H -2.685 -4.428 -0.665
H -2.541 -6.210 -0.944
H -1.348 -5.047 -1.704
H 0.546 -3.398 1.414
H 1.532 -3.698 0.248
C 0.620 -1.128 3.852
C -0.684 -0.341 4.023
C -0.461 0.785 5.052
O -1.594 1.602 5.033
C -1.525 2.954 5.643
N -1.093 0.166 2.714
H 0.763 -1.756 4.738
H 1.542 -0.490 3.752
H 0.530 -1.890 3.126
H -1.499 -0.921 4.474
H 0.466 1.321 4.733
H -0.329 0.411 6.055
H -0.793 2.943 6.456
H -2.524 2.987 6.029
H -1.388 3.645 4.808
H -0.268 0.498 2.203
H -1.650 0.986 2.854
C -1.373 0.534 -0.890
C -0.309 -0.402 -1.482
C 1.065 -0.159 -0.924
O 1.651 1.052 -1.439
C 2.924 1.208 -0.914
N -0.742 -1.808 -1.177
H -2.347 0.460 -1.386
H -1.073 1.544 -0.975
H -1.569 0.186 0.151
H -0.313 -0.355 -2.593
H 1.735 -0.998 -1.119
H 0.987 -0.045 0.151
H 3.373 2.139 -1.359
H 3.508 0.361 -1.285
H 2.964 1.287 0.193
H -1.679 -2.012 -1.472
H -0.637 -1.842 -0.160
C -4.063 3.751 -2.490
O -3.163 2.765 -2.020
H -4.041 4.626 -1.825
H -3.678 4.071 -3.515
H -5.062 3.245 -2.612
H -3.513 2.435 -1.203
C 4.052 -0.854 1.642
O 4.086 0.446 2.243
H 4.484 -1.601 2.368
H 3.019 -1.038 1.363
H 4.596 -0.910 0.696
H 5.043 0.727 2.345
C 1.399 3.519 3.149
O 1.714 4.825 2.691
H 0.426 3.609 3.639
H 1.263 2.684 2.404
H 2.124 3.271 3.963
H 2.515 4.779 2.154
C -4.856 -2.411 -0.809
O -3.979 -1.353 -0.576
H -4.304 -3.304 -1.199
H -5.314 -2.798 0.100
H -5.609 -2.101 -1.578
H -3.427 -1.594 0.175
```

---

4.
Computed, not measured: an isolated molecule of C5H10N2 at a distorted geometry, with ωB97M-V with the def2-TZVPD basis set.

Results
- gap between HOMO and LUMO (eV) = 9.40
- M (g/mol) = 98.1
- spin multiplicity = 1
- HOMO (eV) = -9.122
- max |F| (eV Å⁻¹) = 3.2
- ΔE to the lowest compared entry with this formula, charge and spin (eV) = 2.163
- lowest unoccupied orbital energy (hartree) = 0.010
- DFT total energy (eV) = -8325.170

The geometry in XYZ format:
```
17
C5H10N2 (ωB97M-V with the def2-TZVPD basis set)
C 2.082 2.283 0.825
N 0.848 2.456 1.031
C -0.114 1.500 0.725
C 0.065 0.484 -0.156
C -1.192 -0.317 -0.402
C -0.943 -1.762 -0.926
N -0.070 -2.484 0.014
H 2.815 3.095 0.914
H 2.492 1.438 0.255
H -1.092 1.686 1.149
H 0.808 0.402 -0.929
H -1.752 -0.474 0.546
H -2.001 0.164 -0.975
H -1.942 -2.218 -0.880
H -0.627 -1.907 -1.947
H -0.256 -2.155 0.951
H 0.879 -2.190 -0.197
```

---

5.
Computed, not measured: a structure of composition C17H19N5O3S3Ti at a distorted geometry, with ωB97M-V with the def2-TZVPD basis set.

Results
- gap between HOMO and LUMO (eV) = 7.09
- M (g/mol) = 485.4
- spin multiplicity = 1
- charge = +2
- HOMO (eV) = -14.237
- max |F| (eV Å⁻¹) = 2.2
- ΔE to the lowest compared entry with this formula, charge and spin (eV) = 0.358
- lowest unoccupied orbital energy (hartree) = -0.262
- DFT total energy (eV) = -87135.569

The geometry in XYZ format:
```
48
C17H19N5O3S3Ti (ωB97M-V with the def2-TZVPD basis set)
Ti -0.051 -0.083 -0.038
C -2.648 -3.470 0.942
C -2.195 -2.084 0.605
N -0.901 -1.847 0.440
N -0.083 -2.974 0.646
C 1.160 -2.845 0.757
S 2.552 -1.838 0.736
S 2.372 -4.120 0.953
C 2.356 -4.829 -0.741
C 1.119 -5.650 -0.961
C 0.122 -5.166 -1.801
C -1.040 -5.899 -1.998
C -1.212 -7.112 -1.346
C -0.219 -7.597 -0.500
C 0.945 -6.869 -0.309
C -3.185 -1.011 0.480
C -4.499 -1.247 0.918
C -5.469 -0.274 0.833
C -5.153 0.964 0.280
C -3.870 1.229 -0.164
C -2.903 0.261 -0.044
O -1.628 0.534 -0.461
H -1.935 -4.213 0.610
H -3.619 -3.669 0.503
H -2.737 -3.561 2.029
H 3.281 -5.406 -0.777
H 2.432 -3.985 -1.424
H 0.262 -4.221 -2.318
H -1.804 -5.531 -2.673
H -2.115 -7.688 -1.504
H -0.347 -8.549 0.001
H 1.725 -7.259 0.341
H -4.756 -2.202 1.353
H -6.469 -0.474 1.191
H -5.914 1.730 0.196
H -3.608 2.184 -0.599
N 0.718 1.912 -1.145
N 0.741 1.804 -2.541
C 0.739 0.604 -3.135
N 0.834 0.591 -4.455
S 0.648 -0.877 -2.278
H 0.121 2.692 -0.896
H 1.659 2.092 -0.807
H 0.895 2.644 -3.079
H 0.901 1.432 -5.009
H 0.832 -0.290 -4.941
O 0.719 0.272 1.511
O 1.762 0.000 0.525
```

---

6.
Computed, not measured: a structure of composition C18H22N4O4S at a distorted geometry, with ωB97M-V with the def2-TZVPD basis set.

Results
- gap between HOMO and LUMO (eV) = 9.01
- M (g/mol) = 390.5
- spin multiplicity = 1
- HOMO (eV) = -8.653
- max |F| (eV Å⁻¹) = 17.9
- ΔE to the lowest compared entry with this formula, charge and spin (eV) = 16.885
- lowest unoccupied orbital energy (hartree) = 0.013
- DFT total energy (eV) = -43993.852

The geometry in XYZ format:
```
49
C18H22N4O4S (ωB97M-V with the def2-TZVPD basis set)
C -0.967 -0.376 3.509
C -1.953 -1.186 3.102
C -2.541 -1.455 1.723
N -1.884 -0.530 0.662
C -2.363 0.776 0.197
N -1.658 1.165 -0.670
N -0.604 0.291 -0.995
C -0.934 -0.778 -0.355
C 0.015 -1.923 -0.454
C 0.546 -2.122 -1.645
C 1.372 -3.385 -1.731
C 1.822 -4.063 -0.770
C 1.462 -3.461 0.420
C 0.461 -2.620 0.822
H 0.130 -2.289 1.625
H 1.899 -4.196 1.496
H 2.714 -4.598 -0.831
O 2.096 -3.584 -2.960
C 1.456 -2.873 -4.118
H 2.223 -3.405 -4.864
H 1.853 -1.851 -4.178
H 0.630 -3.145 -4.228
H 0.142 -1.681 -2.377
S -3.562 1.250 1.449
C -3.819 2.976 0.609
C -2.330 3.751 1.249
O -2.034 4.357 2.228
N -1.432 3.566 0.331
C 0.221 3.837 0.670
C 0.864 2.583 0.682
O 0.441 1.565 1.373
O 1.691 2.480 -0.457
C 2.355 1.214 -0.478
C 3.596 1.478 -1.593
H 4.301 2.143 -1.171
H 2.990 1.678 -2.331
H 3.894 0.486 -1.815
H 1.779 0.475 -0.669
H 2.745 0.817 0.468
H 0.142 4.143 1.707
H 0.660 4.649 0.034
H -1.279 2.825 -0.329
H -4.324 3.513 1.195
H -3.548 3.137 -0.393
H -2.173 -2.648 1.232
H -3.523 -1.247 1.679
H -2.277 -1.853 3.786
H -0.637 -0.128 4.476
H -0.656 0.243 2.691
```